{"formula": "C2F4N2S", "method": "ωB97M-V/def2-TZVPD", "gap_ev": [8.133, 7.698], "e_homo_ev": [-9.76, -10.00], "de_lowest_ev": 1.902, "lumo_ha": [-0.0598, -0.0847], "multiplicity": 1, "fmax_ha_per_bohr": 0.0848, "species": ["C", "C", "N", "N", "F", "F", "F", "F", "S"], "coordinates": [[-1.389, 1.513, -1.476], [1.356, -0.523, 0.945], [-1.322, 1.991, -2.526], [-1.427, 0.809, -0.415], [1.739, 0.333, 1.879], [1.888, -0.247, -0.281], [1.659, -1.735, 1.443], [-1.293, -1.828, -0.169], [-1.212, -0.313, 0.600]]}

---

{"formula": "C12H21N3", "method": "ωB97M-V/def2-TZVPD", "gap_ev": 11.439, "e_homo_ev": -11.01, "de_lowest_ev": 0.306, "lumo_ha": 0.0158, "multiplicity": 1, "fmax_ha_per_bohr": 0.0237, "species": ["C", "C", "C", "C", "N", "H", "H", "H", "H", "H", "H", "H", "C", "C", "C", "C", "N", "H", "H", "H", "H", "H", "H", "H", "C", "C", "C", "C", "N", "H", "H", "H", "H", "H", "H", "H"], "coordinates": [[-3.067, 1.570, -1.956], [-1.823, 1.537, -2.831], [-1.391, 0.113, -3.176], [-0.931, -0.652, -2.014], [-0.545, -1.249, -1.119], [-3.400, 2.602, -1.814], [-2.884, 1.095, -0.994], [-3.922, 1.091, -2.440], [-0.996, 2.029, -2.318], [-2.024, 2.084, -3.751], [-0.541, 0.116, -3.868], [-2.199, -0.442, -3.655], [0.824, -2.552, 1.688], [-0.023, -1.625, 2.531], [-1.062, -2.342, 3.390], [-0.491, -2.915, 4.611], [-0.018, -3.387, 5.541], [1.508, -1.986, 1.057], [0.222, -3.181, 1.032], [1.425, -3.207, 2.325], [-0.583, -0.941, 1.883], [0.602, -0.951, 3.118], [-1.476, -3.202, 2.857], [-1.858, -1.649, 3.652], [2.573, 0.426, -1.267], [2.741, 1.701, -0.434], [1.410, 2.383, -0.056], [0.985, 2.028, 1.310], [0.675, 1.749, 2.375], [1.635, -0.060, -0.987], [3.335, -0.297, -0.977], [2.574, 0.614, -2.336], [3.314, 2.434, -1.014], [3.349, 1.558, 0.457], [0.591, 2.042, -0.697], [1.469, 3.467, -0.126]]}